This record from the OMol25 dataset describes an isolated ion of composition CH5NOP and charge -1 at a distorted geometry. The level of theory is the ωB97M-V functional and the def2-TZVPD basis.

Positions of all 9 atoms, in Å:
O: -2.06618 -0.43696 -1.15712
H: 0.14895 -0.34172 -2.05955
C: 0.60610 0.65725 0.99589
P: -0.66029 -0.56622 -0.91255
N: -0.65720 0.40854 0.27122
H: 0.42200 0.72747 2.07623
H: 1.08807 1.59593 0.68374
H: 1.34399 -0.14198 0.84472
H: -0.22544 -1.90232 -0.74257

Forces on atoms 1 to 6 (eV/Å):
O -5.4 -1.9 -3.9
H 0.4 0.4 -0.2
C -0.7 -0.1 -0.3
P 0.6 0.0 0.1
N 4.2 1.9 3.6
H 0.1 0.0 0.0

Results
**SMILES**: CN=[PH2][O-]
**Net charge**: -1
**LUMO**: 4.72 eV
**HOMO energy**: -2.95 eV
**Kohn-Sham gap**: 7.7 eV